Below is a 2-piece molecular cluster, C3H7O2S overall in a non-equilibrium geometry, with properties calculated with the ωB97M-V functional and the def2-TZVPD basis.

Properties
HOMO level ... -2.79 eV
DFT total energy ... -18155.314 eV
Net charge ... -1
Gap between HOMO and LUMO ... 6.7578 eV

Geometry as XYZ:
```
13
Properties=species:S:1:pos:R:3:forces:R:3:nbo_charge:R:1
O -0.01510 2.72400 0.40394 0.00 0.65 -0.05 -0.5659
C -0.50602 1.67800 0.71798 0.35 -1.68 0.83 0.4745
C -0.70419 0.48959 -0.21652 -1.16 1.34 0.24 -0.5360
C -1.19885 -0.79795 0.45052 0.70 -0.89 -0.68 -0.5181
S -0.02863 -2.23982 0.26308 0.10 0.52 0.35 -0.7378
H -0.81507 1.46088 1.79548 0.04 0.40 -0.62 0.0749
H -1.52844 0.94630 -0.81719 0.40 -0.51 -0.23 0.2108
H 0.19051 0.43356 -0.83741 -0.14 -0.33 -0.04 0.2572
H -1.49096 -0.58244 1.48074 0.24 -0.10 0.20 0.1714
H -2.08054 -1.21661 -0.02874 -0.30 0.59 -0.13 0.1943
H 3.46363 -1.09027 -1.03103 0.59 0.27 -0.07 0.4468
H 2.02810 -1.23475 -0.93890 -0.76 0.54 0.06 0.5013
O 2.68555 -0.57049 -1.24195 -0.07 -0.80 0.13 -0.9735
```
Positions in Å, forces in eV/Å.